(1)
C45H72BO26PS | ωB97M-V with the def2-TZVPD basis set

Each line ends with the Löwdin charge.
CARTESIAN COORDINATES (ANGSTROEM)
C (-3.8424, 3.1388, 1.7766)  0.11
C (-3.2052, 3.4682, 0.8115)  -0.15
C (-2.5281, 3.9524, -0.3833)  -0.18
B (-1.1726, 4.7131, -0.1231)  -0.42
C (-0.0721, 4.3768, 0.9359)  -0.16
C (-0.0724, 2.9385, 1.4717)  -0.21
C (-0.0450, 1.8602, 0.3937)  -0.21
C (1.2705, 1.7719, -0.3990)  -0.17
C (1.0608, 0.8181, -1.6032)  -0.19
C (2.1086, -0.3203, -1.7260)  -0.19
C (2.6577, -0.3865, -3.1552)  -0.17
C (1.7381, -1.2037, -4.0773)  -0.15
O (1.8094, -0.6096, -5.3912)  0.00
C (1.7218, -1.4623, -6.4185)  -0.53
C (2.2694, -0.9031, -7.7127)  0.03
O (1.2403, -2.5661, -6.3629)  0.08
P (-0.8490, 6.2253, -1.3068)  0.38
S (-2.4371, 7.3339, -1.6208)  0.09
H (-4.5366, 2.6989, 2.4451)  0.02
H (-3.2005, 4.6522, -0.8904)  0.07
H (-2.3784, 3.1376, -1.0955)  0.10
H (0.8905, 4.6581, 0.5034)  0.09
H (-0.2176, 5.0661, 1.7776)  0.12
H (0.8425, 2.8205, 2.0576)  0.10
H (-0.8827, 2.7522, 2.1719)  0.10
H (-0.1619, 0.8979, 0.8986)  0.12
H (-0.8727, 1.9263, -0.3106)  0.09
H (1.9982, 1.3078, 0.2637)  0.11
H (1.6136, 2.7467, -0.7369)  0.11
H (0.0925, 0.3353, -1.4704)  0.10
H (0.9987, 1.3780, -2.5347)  0.11
H (2.9093, -0.1958, -1.0023)  0.10
H (1.6104, -1.2656, -1.5055)  0.11
H (3.6468, -0.8484, -3.1775)  0.10
H (2.7310, 0.6053, -3.5949)  0.11
H (2.0795, -2.2317, -4.0815)  0.11
H (0.7110, -1.1129, -3.7282)  0.13
H (3.2512, -1.3143, -7.9178)  0.09
H (2.3280, 0.1799, -7.6199)  0.08
H (1.5489, -1.1284, -8.4914)  0.08
H (0.1108, 7.0535, -0.6815)  -0.04
H (-0.2009, 5.7810, -2.4846)  -0.03
C (-3.7783, 0.4335, -4.3442)  -0.02
C (-4.1124, 1.7887, -3.7737)  -0.32
C (-4.8843, 2.6934, -4.7065)  -0.08
O (-4.4544, 4.0023, -4.2836)  0.08
C (-3.2204, 3.8713, -3.7570)  -0.56
O (-2.4810, 4.7653, -3.4992)  0.09
O (-2.9193, 2.5609, -3.5504)  0.07
H (-3.3240, -0.2003, -3.5808)  0.08
H (-4.6726, -0.0611, -4.7183)  0.09
H (-3.0575, 0.5264, -5.1561)  0.09
H (-4.6285, 1.6788, -2.8153)  0.16
H (-5.9611, 2.5928, -4.6024)  0.14
H (-4.6164, 2.5604, -5.7506)  0.12
C (2.2990, 2.7291, 7.0946)  -0.02
C (2.0830, 3.9744, 6.2704)  -0.31
C (0.6395, 4.2815, 5.9074)  -0.08
O (0.7924, 4.9646, 4.6509)  0.06
C (1.9351, 4.5266, 4.0794)  -0.57
O (2.2385, 4.7256, 2.9470)  0.15
O (2.6794, 3.8282, 4.9664)  0.09
H (3.3448, 2.6541, 7.3969)  0.09
H (1.6810, 2.7421, 7.9869)  0.07
H (2.0657, 1.8387, 6.5123)  0.09
H (2.5512, 4.8338, 6.7593)  0.16
H (0.1416, 4.9209, 6.6285)  0.13
H (0.0341, 3.3901, 5.7438)  0.13
C (1.8872, -5.1829, -5.2616)  -0.02
C (2.1530, -6.3245, -4.3109)  -0.31
C (2.7115, -7.5692, -4.9567)  -0.09
O (2.2051, -8.6091, -4.1004)  0.04
C (1.0618, -8.1503, -3.5369)  -0.59
O (0.2927, -8.8227, -2.9270)  0.15
O (0.9240, -6.8208, -3.7396)  0.09
H (1.5987, -4.2902, -4.7159)  0.06
H (2.7679, -4.9553, -5.8567)  0.08
H (1.0612, -5.4229, -5.9306)  0.10
H (2.7951, -5.9935, -3.4886)  0.15
H (3.7954, -7.5837, -4.9787)  0.12
H (2.3318, -7.7342, -5.9669)  0.15
C (-3.9003, 2.7348, 9.9508)  -0.02
C (-2.4351, 2.5472, 9.6308)  -0.30
C (-1.7324, 3.7499, 9.0208)  -0.09
O (-0.7285, 3.1193, 8.1968)  0.01
C (-1.1951, 1.8924, 7.8507)  -0.57
O (-0.7146, 1.2066, 7.0062)  0.16
O (-2.2743, 1.5631, 8.5876)  0.09
H (-4.2868, 1.8608, 10.4785)  0.09
H (-4.0512, 3.6210, 10.5704)  0.06
H (-4.4821, 2.8329, 9.0323)  0.10
H (-1.8960, 2.1922, 10.5133)  0.16
H (-1.2698, 4.3976, 9.7515)  0.12
H (-2.3854, 4.3447, 8.3791)  0.14
C (5.9289, -4.4085, -2.6042)  0.00
C (6.3744, -4.7878, -3.9971)  -0.31
C (6.4064, -3.6401, -4.9800)  -0.08
O (6.1327, -4.2930, -6.2300)  0.07
C (5.4141, -5.4046, -5.9572)  -0.57
O (4.8325, -6.0597, -6.7616)  0.16
O (5.4239, -5.6696, -4.6265)  0.06
H (6.0336, -5.2493, -1.9188)  0.07
H (6.5223, -3.5791, -2.2196)  0.10
H (4.8748, -4.1255, -2.6024)  0.09
H (7.3376, -5.3029, -3.9625)  0.16
H (7.3682, -3.1350, -5.0159)  0.14
H (5.6201, -2.9034, -4.7948)  0.13
C (-6.2558, 6.7445, 13.7877)  -0.02
C (-4.7918, 6.5626, 13.4696)  -0.32
C (-4.1245, 7.7795, 12.8722)  -0.08
O (-3.1041, 7.1940, 12.0499)  0.08
C (-3.5280, 5.9650, 11.6944)  -0.53
O (-3.0248, 5.2916, 10.8473)  0.13
O (-4.6036, 5.5925, 12.4199)  0.09
H (-6.6444, 5.8744, 14.3158)  0.09
H (-6.4100, 7.6239, 14.4128)  0.09
H (-6.8369, 6.8496, 12.8712)  0.09
H (-4.2509, 6.2105, 14.3514)  0.16
H (-3.6843, 8.4357, 13.6183)  0.14
H (-4.7940, 8.3600, 12.2335)  0.14
C (4.2228, -10.5449, -0.7412)  -0.02
C (3.9290, -9.2448, -0.0331)  -0.32
C (3.1098, -8.2698, -0.8415)  -0.09
O (3.5645, -7.0005, -0.3463)  0.07
C (4.8311, -7.1714, 0.1005)  -0.57
O (5.5778, -6.2862, 0.3693)  0.15
O (5.1364, -8.4889, 0.1870)  0.09
H (4.7170, -11.2450, -0.0676)  0.08
H (3.3033, -11.0042, -1.1039)  0.09
H (4.8961, -10.3786, -1.5825)  0.09
H (3.4677, -9.4366, 0.9391)  0.16
H (2.0395, -8.3837, -0.6860)  0.14
H (3.3226, -8.3171, -1.9114)  0.13
C (-2.4757, -1.9626, -8.4927)  -0.02
C (-3.8998, -1.4660, -8.5701)  -0.32
C (-4.1802, -0.5439, -9.7342)  -0.09
O (-5.2240, 0.2927, -9.2181)  0.07
C (-5.0867, 0.3313, -7.8735)  -0.55
O (-5.6499, 1.0954, -7.1565)  0.16
O (-4.2135, -0.6155, -7.4525)  0.07
H (-2.3693, -2.7061, -7.7032)  0.09
H (-2.1713, -2.4168, -9.4358)  0.09
H (-1.7972, -1.1425, -8.2538)  0.09
H (-4.5978, -2.3071, -8.5581)  0.16
H (-4.5166, -1.0694, -10.6243)  0.14
H (-3.3250, 0.0863, -9.9907)  0.14

As for the HOMO-LUMO gap: 7.63 eV. Its SMILES is C#CCB(CCCCCCCCOC(C)=O)[PH2]=S.C[C@@H]1COC(=O)O1.C[C@@H]1COC(=O)O1.C[C@@H]1COC(=O)O1.C[C@@H]1COC(=O)O1.C[C@@H]1COC(=O)O1.C[C@@H]1COC(=O)O1.C[C@@H]1COC(=O)O1.C[C@@H]1COC(=O)O1. Its energy above the lowest of the compared OMol25 structures with the same formula, charge and spin is 0.0 kJ/mol. The total charge is 0.


(2)
C11H10NOP | ωB97M-V with the def2-TZVPD basis set

Each line ends with the Löwdin charge.
CARTESIAN COORDINATES (ANGSTROEM)
C (3.4466, 0.5595, -2.3680)  -0.10
C (2.8338, -0.5936, -2.7368)  -0.09
C (2.6976, 1.6010, -1.8070)  -0.05
C (-2.9602, -1.5277, 2.8611)  -0.11
C (-2.7508, -0.5913, 3.8296)  -0.08
C (1.4307, -0.7197, -2.6773)  -0.08
C (1.2689, 1.4958, -1.7172)  -0.08
C (-2.2960, -1.5374, 1.6887)  -0.11
C (-1.8542, 0.4479, 3.5694)  -0.09
C (0.6766, 0.3029, -2.1051)  -0.41
C (-1.2552, -0.6783, 1.6823)  -0.11
N (-1.0060, 0.2351, 2.5132)  0.07
O (-1.7703, -0.9638, -2.7772)  -0.42
P (-1.0920, -0.0784, -1.8511)  0.79
H (4.5172, 0.7765, -2.5769)  0.12
H (3.5506, -1.2854, -3.1366)  0.10
H (3.2207, 2.4523, -1.6481)  0.06
H (-3.5952, -2.3566, 2.9913)  0.10
H (-3.4232, -0.4359, 4.7212)  0.12
H (0.8479, -1.6067, -2.8837)  0.09
H (0.5372, 2.2427, -1.4356)  0.08
H (-2.2950, -2.2708, 0.8994)  0.10
H (-1.9075, 1.3625, 4.0796)  0.09
H (-1.5314, 1.2785, -1.5266)  0.00

As for the HOMO-LUMO gap (alpha / beta): 7.34 / 8.10 eV. Its energy above the lowest of the compared OMol25 structures with the same formula, charge and spin is 380.1 kJ/mol. The total charge is 0.


(3)
C19H22N2OsTe | ωB97M-V with the def2-TZVPD basis set

Each line ends with the Löwdin spin population.
CARTESIAN COORDINATES (ANGSTROEM)
C (-5.3501, 0.0228, -0.3485)  0.00
C (-5.3625, 1.3206, -1.1506)  0.00
H (-5.5444, -0.8377, -0.9930)  0.00
H (-6.1275, 0.0365, 0.4199)  0.00
H (-4.3903, -0.1342, 0.1475)  0.00
H (-4.5001, 1.3888, -1.8157)  0.00
H (-6.2633, 1.3855, -1.7658)  0.00
H (-5.3553, 2.1917, -0.4924)  0.00
C (0.9292, -3.0778, -0.8009)  0.02
C (1.8004, -4.1484, -0.9459)  0.00
C (2.9535, -3.9993, -1.7279)  0.01
C (3.1911, -2.7933, -2.3754)  0.01
H (-0.0014, -3.0964, -0.2296)  0.00
H (1.5641, -5.0793, -0.4357)  0.00
H (3.6514, -4.8272, -1.8216)  0.00
H (4.0443, -2.6116, -3.0269)  0.00
N (1.2290, -1.8770, -1.3605)  0.07
C (2.3063, -1.7235, -2.1739)  0.02
C (2.4484, -0.3738, -2.6465)  0.04
N (1.4951, 0.4714, -2.1524)  0.05
C (1.5031, 1.7881, -2.4895)  0.03
C (3.5619, 1.4917, -3.7080)  0.03
C (2.5290, 2.3186, -3.2545)  0.00
H (0.6833, 2.3751, -2.0767)  0.00
H (2.5130, 3.3864, -3.4641)  0.00
C (3.5048, 0.1292, -3.4220)  0.00
H (4.2596, -0.5891, -3.7381)  0.00
H (4.3958, 1.9039, -4.2786)  0.00
Os (0.5579, -0.1506, -0.4351)  2.09
C (-0.8485, 1.1927, -0.3053)  0.14
H (-1.2456, 1.3210, -1.3320)  0.02
H (-0.5292, 2.1745, 0.0933)  0.03
H (-1.6679, 0.7817, 0.3203)  0.02
Te (1.7075, 0.2634, 1.6490)  0.29
C (0.4198, 0.4607, 3.3734)  0.11
C (-0.8669, 1.0114, 3.3049)  0.31
C (-1.4927, 1.3985, 4.5059)  0.18
C (-0.8564, 1.2022, 5.7419)  0.03
C (0.3959, 0.5630, 5.7868)  0.28
C (1.0328, 0.1552, 4.6035)  0.19
H (-1.3378, 1.1515, 2.3296)  0.01
H (-2.4782, 1.8640, 4.4770)  0.00
H (-1.3334, 1.5352, 6.6712)  0.00
H (0.8780, 0.3896, 6.7504)  0.01
H (1.9962, -0.3559, 4.5922)  0.01

As for the multiplicity: 5. As for the HOMO-LUMO gap (alpha / beta): 6.29 / 3.92 eV. As for the expectation value of S²: 6.04. Its energy above the lowest of the compared OMol25 structures with the same formula, charge and spin is 102.5 kJ/mol. The total charge is +2.


(4)
C2H4O2S | ωB97M-V with the def2-TZVPD basis set

Each line ends with the Löwdin charge.
CARTESIAN COORDINATES (ANGSTROEM)
C (-0.2341, -0.7391, -0.1460)  -0.24
C (0.9290, 0.3024, -0.1059)  -0.83
H (-1.6401, 0.2797, 0.7209)  0.10
H (-0.0838, -1.3445, 0.7727)  0.13
H (-0.0356, -1.4319, -0.9390)  0.11
H (-0.4413, 1.5717, 0.0361)  0.07
O (-1.4864, -0.1128, -0.1377)  -0.05
O (0.4870, 1.5928, -0.1416)  0.01
S (2.5052, -0.1182, -0.0595)  0.71

As for the HOMO-LUMO gap: 9.20 eV. Its SMILES is OCC(O)=S. Its energy above the lowest of the compared OMol25 structures with the same formula, charge and spin is 106.6 kJ/mol. The total charge is 0.